Entry 1:
67
Properties=species:S:1:pos:R:3:nbo_charge:R:1 method="wB97M-V/def2-TZVPD" homo_energy_ev=-11.981 total_charge=+1 homo_lumo_gap_ev=6.8 lumo_ev=-5.19
O -0.03304 -5.06259 -3.27704 -0.39
C 0.59902 -4.21041 -3.74030 0.93
N 1.17228 -3.13506 -4.01062 -0.59
C 0.59262 -2.03341 -3.33763 0.17
C -0.81063 -1.80737 -3.27764 0.05
N -1.31679 -0.73514 -2.62369 -0.26
C -2.78606 -0.48203 -2.50398 -0.33
C -3.62188 -1.77456 -2.67895 0.84
O -3.49896 -2.65885 -1.90259 -0.47
F -4.46327 -1.91610 -3.73692 -0.30
C -0.52464 0.19403 -2.02698 0.07
C 0.88480 0.09466 -2.04952 -0.19
C 1.44604 -1.05464 -2.70145 -0.24
P 3.27629 -1.40213 -2.80233 0.81
S 3.64827 -2.89647 -1.60398 -0.50
H -1.46179 -2.54044 -3.78486 0.26
H -3.06262 0.33429 -3.20559 0.26
H -2.93573 -0.15446 -1.45185 0.27
H -0.98822 1.05022 -1.50777 0.26
H 1.52137 0.86260 -1.58796 0.28
H 4.01110 -0.24234 -2.42797 0.02
H 3.62064 -1.68565 -4.15924 0.03
C 0.92375 5.79912 2.33574 -0.64
C 0.29549 5.47588 0.99609 -0.07
O -0.19660 4.12443 0.96987 -0.51
C -1.38302 3.93560 1.55284 0.98
O -2.06090 4.77750 2.07494 -0.64
O -1.68311 2.63153 1.47280 -0.52
C -2.90860 2.27790 2.12533 -0.26
H 1.68656 5.06064 2.58927 0.21
H 1.38100 6.78871 2.31701 0.23
H 0.18000 5.77836 3.13326 0.23
H 1.04861 5.54532 0.21123 0.19
H -0.49858 6.18039 0.74485 0.20
H -3.73387 2.89965 1.78002 0.20
H -2.79419 2.36052 3.20562 0.20
H -3.12615 1.24089 1.87590 0.19
C -4.50855 5.96887 4.15910 -0.65
C -3.74055 5.34256 5.30388 -0.07
O -4.47843 5.42960 6.52869 -0.49
C -5.43164 4.50868 6.68836 0.98
O -5.70564 3.62876 5.91151 -0.66
O -6.04118 4.74141 7.85273 -0.49
C -7.13458 3.86341 8.12439 -0.26
H -4.80355 6.99006 4.40793 0.21
H -3.90160 5.98543 3.25403 0.23
H -5.42455 5.41376 3.95001 0.22
H -2.81091 5.88892 5.46320 0.19
H -3.47303 4.30675 5.08775 0.19
H -6.83460 2.81996 8.03534 0.20
H -7.96453 4.08142 7.45198 0.19
H -7.45528 4.04692 9.14745 0.20
C 4.31026 -7.64663 -3.14206 -0.64
C 4.77061 -6.51229 -4.03517 -0.07
O 6.09792 -6.09938 -3.69597 -0.50
C 7.07932 -6.86399 -4.18953 0.98
O 6.93739 -7.83600 -4.88331 -0.64
O 8.24302 -6.36870 -3.76315 -0.49
C 9.38269 -7.13236 -4.16491 -0.26
H 4.42002 -7.37412 -2.09066 0.21
H 3.26504 -7.89228 -3.33779 0.21
H 4.91069 -8.54207 -3.30533 0.23
H 4.12714 -5.64364 -3.88354 0.18
H 4.70665 -6.78221 -5.09096 0.20
H 9.39001 -7.29351 -5.24212 0.20
H 9.39897 -8.08510 -3.63571 0.19
H 10.26964 -6.56486 -3.89200 0.20

=====

Entry 2:
74
Properties=species:S:1:pos:R:3:mulliken_spin:R:1 method="wB97M-V/def2-TZVPD" homo_energy_ev="-10.558 / -10.529" total_charge=+1 homo_lumo_gap_ev="7.6 / 1.6" spin_multiplicity=2 lumo_ev="-2.92 / -8.98"
C 4.63312 -2.02108 2.29195 0.00
O 4.90134 -1.05301 2.96173 0.00
N 3.68303 -2.10740 1.35289 0.00
N 5.23885 -3.16025 2.41170 0.00
H 3.14602 -1.27573 1.15276 0.00
H 3.77999 -2.81156 0.63536 0.00
H 4.96504 -3.74022 1.63147 0.00
H 5.91477 -3.43097 3.11165 0.00
C -1.86403 1.99948 4.94362 0.00
O -3.07159 2.13132 5.15904 0.00
N -0.90606 2.89500 5.10454 0.00
N -1.26733 0.87248 4.59305 0.01
H 0.02539 2.59295 4.85701 0.00
H -1.13964 3.50998 5.87092 0.00
H -1.78904 0.06379 4.28655 0.00
H -0.26252 0.83818 4.49672 0.00
C 2.40294 0.86136 3.93705 0.00
O 1.32270 1.45260 4.18960 0.00
N 3.38922 1.29923 3.17698 0.00
N 2.64312 -0.38318 4.24021 0.00
H 3.35913 2.25588 2.85446 0.00
H 4.07247 0.59701 2.93172 0.00
H 3.55435 -0.70809 3.95003 0.00
H 2.18331 -0.70940 5.07821 0.00
C 0.80499 0.73691 0.26970 0.00
O 1.88051 0.14381 0.18672 0.01
N 0.35350 1.12407 1.44467 0.01
N 0.01624 1.11650 -0.66000 0.00
H -0.62033 1.31687 1.63063 0.00
H 0.98812 0.99350 2.21946 0.00
H 0.27797 1.03605 -1.63218 0.00
H -0.75820 1.68280 -0.34433 0.00
C 0.82736 2.40989 -3.50768 0.00
O -0.16747 2.07716 -4.15170 0.00
N 0.96148 3.42829 -2.72624 0.00
N 1.85132 1.70127 -3.23997 0.00
H 1.79056 3.57026 -2.16715 0.00
H 0.21056 4.05023 -2.46276 0.00
H 2.60755 2.11839 -2.71630 0.00
H 1.67585 0.81261 -3.68673 0.00
C -2.95591 -0.78667 -0.82763 0.00
C -3.52834 0.53497 -1.14621 0.00
C -5.07598 0.70102 -0.98135 0.00
O -5.32669 2.11000 -1.23629 0.00
C -6.66392 2.45360 -1.42909 0.00
N -2.90514 1.46073 -0.13053 0.00
H -1.90006 -0.94515 -1.04710 0.00
H -3.61376 -1.42991 -1.41206 0.00
H -3.15934 -1.01770 0.21800 0.00
H -3.11472 0.99659 -2.04283 0.00
H -5.59100 0.58469 -0.02776 0.00
H -5.49191 0.00639 -1.71113 0.00
H -7.37784 1.96987 -0.76244 0.00
H -6.95049 2.08189 -2.41286 0.00
H -6.74702 3.53585 -1.32953 0.00
H -2.48790 2.24670 -0.60831 0.00
H -3.66014 1.87065 0.40055 0.00
C 1.49459 -3.14173 -0.83550 0.02
C 1.00181 -3.10752 -2.24504 0.04
C 1.23648 -1.69946 -2.90403 0.15
O 0.75536 -1.58112 -4.27903 0.15
C -0.55786 -1.95103 -4.58976 0.00
N 1.74320 -4.04860 -3.06356 0.56
H 1.40296 -4.19006 -0.55142 0.01
H 0.96180 -2.56036 -0.08301 0.00
H 2.56528 -2.94406 -0.78403 -0.01
H -0.04180 -3.41941 -2.20381 0.02
H 2.26531 -1.40795 -2.69277 0.00
H 0.75510 -1.00595 -2.21452 0.02
H -0.94681 -1.60119 -5.54601 0.00
H -1.24399 -1.51415 -3.86418 0.00
H -0.78799 -3.01646 -4.59044 0.01
H 2.73771 -4.03436 -2.88789 0.00
H 1.59452 -3.43722 -3.85362 0.00

=====

Entry 3:
14
Properties=species:S:1:pos:R:3:nbo_charge:R:1 method="wB97M-V/def2-TZVPD" homo_energy_ev=-9.812 homo_lumo_gap_ev=10.9 lumo_ev=1.09
C -1.77812 0.52617 0.31075 -0.63
C -0.44213 -0.00059 -0.11672 0.19
C 0.60006 -0.71016 0.76475 -0.41
C 1.71365 -0.13042 -0.15412 -0.44
C 0.65198 0.62149 -0.89207 -0.03
O -0.37308 -0.62704 -1.40039 -0.54
H -1.67868 1.15475 1.20240 0.22
H -2.46247 -0.29849 0.54739 0.22
H -2.22456 1.12523 -0.49089 0.23
H 0.64199 -0.29965 1.77715 0.21
H 0.50249 -1.79765 0.81527 0.22
H 2.37573 0.57082 0.35773 0.22
H 2.31633 -0.82887 -0.73495 0.23
H 0.15680 0.69440 -1.98630 0.32

=====

Entry 4:
84
Properties=species:S:1:pos:R:3:lowdin_charge:R:1 method="wB97M-V/def2-TZVPD" homo_energy_ev=-8.388 homo_lumo_gap_ev=7.8 lumo_ev=-0.61
Y -0.99753 0.24433 0.34806 1.29
C -1.21253 -5.73834 1.33581 -0.08
C -1.13046 -5.30971 2.65680 -0.08
C -1.12414 -3.95971 2.95724 -0.03
C -1.18905 -3.02867 1.92442 -0.28
C -1.24429 -3.45000 0.60335 -0.07
C -1.26835 -4.80695 0.31098 -0.07
N -1.22891 -1.61182 2.15261 -0.02
N -1.41248 -1.29381 3.34186 0.09
C -1.58369 0.08772 3.62311 -0.32
C -1.72300 0.36879 4.98355 -0.04
C -1.95678 1.67325 5.37962 -0.10
C -2.08025 2.65987 4.40627 -0.09
C -1.94451 2.34206 3.05671 -0.15
C -1.66910 1.04677 2.60279 -0.18
H -1.22706 -6.79652 1.10913 0.10
H -1.07458 -6.03560 3.45768 0.10
H -1.07043 -3.61419 3.97912 0.10
H -1.23778 -2.72373 -0.20357 0.08
H -1.31877 -5.12608 -0.72138 0.10
H -1.65296 -0.43764 5.70371 0.10
H -2.06460 1.91827 6.42823 0.10
H -2.29334 3.68062 4.70380 0.10
H -2.06504 3.14334 2.33071 0.07
N -3.33542 -0.67250 0.20193 -0.03
C -4.17660 0.14654 -0.69302 -0.14
C -3.63287 1.57328 -0.84545 -0.66
O -4.37303 2.45187 -1.23644 0.06
O -2.37271 1.69533 -0.57009 -0.30
H -3.46567 -1.66052 0.01421 0.09
H -3.61198 -0.52306 1.16964 0.09
H -5.21556 0.19977 -0.36908 0.12
H -4.15808 -0.29986 -1.68881 0.12
O 4.83004 1.17556 3.81554 0.09
C 3.67450 0.94892 3.16146 -0.30
C 2.62841 1.86523 3.11432 0.02
C 1.49922 1.52612 2.40547 -0.16
N 1.33456 0.36495 1.75113 -0.01
C 2.33888 -0.49876 1.84329 -0.70
Br 2.13218 -2.18923 1.04037 0.91
C 3.52464 -0.26764 2.51493 -0.04
H 4.81138 2.04526 4.23079 0.12
H 2.68738 2.82058 3.61991 0.12
H 0.66177 2.20961 2.36403 0.07
H 4.30644 -1.01080 2.54458 0.12
O -0.04677 -0.69985 -1.28222 -0.37
C 0.63791 -0.98228 -2.45581 -0.59
C 0.13530 -0.06675 -3.56633 -0.51
C 0.80142 0.41533 -4.65285 -0.13
C -0.04448 1.13436 -5.54251 -0.18
C -1.33542 1.16993 -5.11293 -0.40
S -1.53041 0.34502 -3.62740 1.06
C 0.41144 -2.43114 -2.89318 -0.48
C 0.69179 -3.55613 -2.17334 -0.18
C 0.40150 -4.75491 -2.87536 -0.19
C -0.09868 -4.51362 -4.11972 -0.41
S -0.21904 -2.84176 -4.43632 1.07
C 2.13022 -0.73942 -2.24467 -0.48
C 2.68875 0.30714 -1.57400 -0.15
C 4.10740 0.26378 -1.55121 -0.18
C 4.60003 -0.81876 -2.21591 -0.41
S 3.34354 -1.78591 -2.85436 1.07
H 1.86026 0.25859 -4.80792 0.12
H 0.29497 1.60909 -6.45179 0.10
H -2.17694 1.66230 -5.57320 0.07
H 1.10542 -3.52035 -1.17703 0.06
H 0.56969 -5.74715 -2.48044 0.10
H -0.39790 -5.23274 -4.86503 0.06
H 2.09379 1.06834 -1.08961 0.06
H 4.73125 0.99929 -1.06231 0.10
H 5.63105 -1.10108 -2.35481 0.06
C 0.28537 3.48758 -2.62041 -0.30
Sb 0.19594 3.18043 -0.51876 1.33
C -1.12625 4.77600 -0.03391 -0.30
C 2.03493 4.18354 -0.02955 -0.32
H 0.45173 4.54424 -2.82797 0.01
H -0.64828 3.16529 -3.07608 0.00
H 1.09993 2.89668 -3.03732 0.00
H -0.85830 5.66510 -0.60354 0.01
H -1.06694 4.99895 1.03104 0.00
H -2.13844 4.46083 -0.28302 0.00
H 2.10861 5.12891 -0.56644 0.00
H 2.88701 3.55682 -0.29526 -0.01
H 2.07074 4.38141 1.04221 -0.01

=====

Entry 5:
16
Properties=species:S:1:pos:R:3:nbo_charge:R:1 method="wB97M-V/def2-TZVPD" homo_energy_ev=-9.166 homo_lumo_gap_ev=10.3 lumo_ev=1.17
C 2.15649 0.07675 -0.63755 -0.42
C 0.85685 0.09635 -0.36137 0.04
C 0.14444 1.12769 0.48663 -0.45
C -1.00280 0.32592 1.11435 -0.39
C -1.46080 -0.58311 -0.03653 -0.40
C -0.15564 -0.96729 -0.76570 -0.46
H 2.82571 0.85669 -0.28169 0.20
H 2.60562 -0.72308 -1.22252 0.20
H -0.61448 -0.28531 1.93881 0.20
H 0.80466 1.61221 1.21264 0.22
H -0.27101 1.91500 -0.15926 0.21
H -1.80434 0.95342 1.51711 0.21
H -2.02387 -1.45592 0.30841 0.21
H -2.11616 -0.01632 -0.70899 0.20
H -0.28474 -1.00940 -1.85293 0.22
H 0.19675 -1.95630 -0.45096 0.22

=====

Entry 6:
12
Properties=species:S:1:pos:R:3:nbo_charge:R:1 method="wB97M-V/def2-TZVPD" homo_energy_ev=-9.104 homo_lumo_gap_ev=9.8 lumo_ev=0.74
O -0.00340 2.53582 -0.11797 -0.68
C -0.16339 1.22905 0.24733 0.13
C -0.78863 -1.46956 -0.12751 0.45
C 0.68006 -1.15451 0.01724 -0.53
C 0.81439 0.35438 -0.00157 -0.28
O -1.54343 -1.78274 0.76226 -0.53
H -0.75439 3.06635 0.17172 0.48
H -1.11389 0.95214 0.71087 0.18
H -1.15654 -1.30473 -1.16288 0.11
H 1.14838 -1.68784 0.85664 0.23
H 1.16959 -1.50690 -0.90034 0.23
H 1.71124 0.76854 -0.45578 0.22

=====

Entry 7:
15
Properties=species:S:1:pos:R:3:nbo_charge:R:1 method="wB97M-V/def2-TZVPD" homo_energy_ev=-8.922 homo_lumo_gap_ev=9.0 lumo_ev=0.05
C 0.20462 -0.32360 0.02548 0.49
H -2.69614 -0.25232 -0.24377 0.35
H -1.85586 -1.07584 -1.49534 0.37
H -0.91106 -1.64078 1.05058 0.39
H 1.17162 1.39917 -0.01168 0.41
H -0.88305 1.47091 1.04963 0.33
H -1.52046 1.87796 -0.20929 0.33
H 3.08828 0.32023 0.94435 0.28
H 3.08055 -1.39694 -0.83660 0.39
N -2.02083 -1.12512 -0.45670 -0.69
N -0.99303 -0.78228 0.58888 -0.48
N 0.25274 0.95136 -0.50641 -0.46
N -0.61274 1.82263 0.14810 -0.66
N 1.27216 -0.96252 0.29012 -0.39
N 2.42320 -0.28285 -0.33736 -0.67

=====

Entry 8:
48
Properties=species:S:1:pos:R:3:nbo_charge:R:1 method="wB97M-V/def2-TZVPD" homo_energy_ev=-5.078 total_charge=-1 homo_lumo_gap_ev=7.7 lumo_ev=2.61
O -3.48082 -3.32694 -1.47318 -0.63
C -2.94358 -2.70700 -2.36803 0.78
O -1.55537 -2.74148 -2.47135 -0.74
C -3.59313 -1.84889 -3.36489 -1.05
Al -4.21216 -0.11493 -2.51765 1.05
Br -6.03515 -0.51362 -1.05889 -0.55
P -2.29682 0.67993 -1.35911 1.25
O -1.77541 -0.34836 -0.20109 -1.02
O -2.56338 2.02799 -0.49787 -0.99
S -0.88253 1.00005 -2.66921 -0.72
H -1.31495 -3.67638 -2.49136 0.49
H -4.46042 -2.34523 -3.78949 0.26
H -2.86918 -1.55852 -4.12141 0.25
H -4.65165 0.94175 -3.61761 -0.38
H -2.40615 -1.07455 -0.08893 0.51
H -1.83269 2.07768 0.13652 0.49
C 0.76429 4.32413 4.78134 -0.25
O 1.56795 3.33062 4.17819 -0.55
C 0.88426 2.10508 3.95876 -0.09
C 0.40177 1.95894 2.53502 -0.10
O -0.59493 2.91670 2.21032 -0.56
C -0.09982 4.01968 1.47258 -0.26
H 1.29126 5.27241 4.68537 0.19
H -0.20882 4.40789 4.29204 0.18
H 0.61293 4.11127 5.84649 0.16
H 0.03858 2.01517 4.64828 0.17
H 1.58779 1.29584 4.17568 0.18
H -0.05585 0.97139 2.42099 0.20
H 1.24256 2.02152 1.83806 0.18
H 0.08336 3.73194 0.43167 0.18
H 0.82229 4.41853 1.90219 0.17
H -0.86212 4.79695 1.49114 0.19
C 3.32631 -4.07635 -0.65565 -0.25
O 2.00198 -3.79814 -1.04916 -0.56
C 1.39672 -2.74477 -0.30186 -0.09
C 1.42157 -1.42478 -1.03178 -0.10
O 2.75107 -0.93872 -1.21526 -0.56
C 3.24944 -1.16699 -2.51609 -0.25
H 3.77132 -4.70868 -1.42380 0.18
H 3.91922 -3.16287 -0.56141 0.18
H 3.34755 -4.61666 0.29966 0.16
H 1.88988 -2.64771 0.67224 0.16
H 0.35393 -3.02507 -0.13146 0.20
H 0.88144 -0.68754 -0.44084 0.21
H 0.90450 -1.51054 -1.98918 0.21
H 2.78805 -0.48063 -3.23432 0.18
H 3.07013 -2.19488 -2.84310 0.17
H 4.32472 -0.98525 -2.49257 0.17

=====

Number 1: E -2557.0036 Ha. Number 2: E -1703.9501 Ha. Number 3: E -270.4094 Ha. Number 4: E -5921.9693 Ha. Number 5: E -234.5971 Ha. Number 6: E -306.4483 Ha. Number 7: E -371.1308 Ha. Number 8: E -4554.7111 Ha.